<one>
{
  "formula": "C4H10ClNO",
  "method": "wB97M-V/def2-TZVPD",
  "lumo_ha": 0.0219,
  "homo_ev": -10.305,
  "smiles": "[H]/N=C(\\O)Cl.CCC",
  "symbols": ["H", "N", "C", "O", "Cl", "H", "C", "C", "C", "H", "H", "H", "H", "H", "H", "H", "H"],
  "positions_angstrom": [[-0.61, 1.37, 0.74], [-1.23, 2.02, 0.22], [-1.02, 2.22, -0.95], [0.18, 2.43, -1.63], [-2.30, 2.51, -2.11], [0.94, 2.23, -1.14], [1.24, -0.89, -0.58], [-0.10, -1.15, 0.04], [-0.11, -1.29, 1.66], [1.58, -0.03, -0.16], [0.91, -0.98, -1.63], [2.03, -1.77, -0.41], [-0.53, -2.16, -0.38], [-0.78, -0.58, 0.11], [0.95, -1.18, 2.03], [-0.64, -0.46, 2.23], [-0.49, -2.29, 1.96]]
}

<two>
{
  "formula": "C4H10ClNO",
  "method": "wB97M-V/def2-TZVPD",
  "lumo_ha": 0.0239,
  "homo_ev": -9.133,
  "smiles": "CC(C)N(Cl)CO",
  "symbols": ["C", "C", "C", "N", "Cl", "C", "O", "H", "H", "H", "H", "H", "H", "H", "H", "H", "H"],
  "positions_angstrom": [[1.24, 0.10, 1.34], [0.79, -0.10, -0.12], [1.40, 0.87, -1.11], [-0.97, 0.22, -0.44], [-1.48, 1.52, 0.66], [-1.66, -1.04, -0.32], [-3.05, -0.86, -0.14], [0.72, 0.96, 1.85], [0.83, -0.81, 1.90], [2.33, 0.23, 1.50], [0.87, -1.16, -0.40], [0.80, 1.84, -1.07], [1.50, 0.39, -2.10], [2.49, 1.02, -0.93], [-1.59, -1.46, -1.27], [-1.11, -1.79, 0.40], [-3.09, 0.07, 0.25]]
}

Most stable one: <two>, least stable one: <one>.

<one>
{
  "formula": "C2H2Cl2O2S",
  "method": "wB97M-V/def2-TZVPD",
  "lumo_ha": [-0.0418, -0.0418],
  "homo_ev": [-10.086, -10.086],
  "smiles": "O=C(O)Cl.S=CCl",
  "symbols": ["O", "C", "O", "Cl", "H", "S", "C", "Cl", "H"],
  "positions_angstrom": [[1.34, -1.74, -1.14], [2.00, -0.87, -0.67], [1.70, 0.39, -0.54], [3.60, -1.16, -0.02], [0.79, 0.57, -0.88], [-1.30, 0.05, -1.34], [-1.70, -0.83, -0.05], [-3.08, -1.80, 0.05], [-1.09, -0.84, 0.85]]
}

<two>
{
  "formula": "C2H2Cl2O2S",
  "method": "wB97M-V/def2-TZVPD",
  "lumo_ha": -0.0407,
  "homo_ev": -9.501,
  "symbols": ["C", "C", "O", "O", "S", "Cl", "Cl", "H", "H"],
  "positions_angstrom": [[0.15, -1.17, -0.06], [-1.78, 0.93, 0.03], [2.62, -0.67, 0.68], [1.50, 1.00, -0.77], [1.51, -0.38, -0.21], [-2.30, 1.18, 1.58], [-1.27, 2.32, -0.72], [0.23, -2.26, -0.05], [-0.68, -0.96, -0.49]]
}

Most stable one: <one>, least stable one: <two>.

<one>
{
  "formula": "H2N2O3",
  "method": "wB97M-V/def2-TZVPD",
  "lumo_ha": [-0.0009, 0.0062],
  "homo_ev": [-9.240, -9.211],
  "symbols": ["N", "N", "O", "O", "O", "H", "H"],
  "positions_angstrom": [[0.16, -0.59, -0.67], [-0.89, 0.37, 0.79], [-1.85, -0.28, 0.99], [-0.30, 1.34, 1.16], [1.34, 0.04, -0.72], [0.16, -1.29, 0.08], [1.39, 0.41, -1.63]]
}

<two>
{
  "formula": "H2N2O3",
  "method": "wB97M-V/def2-TZVPD",
  "lumo_ha": 0.0116,
  "homo_ev": -10.288,
  "smiles": "NO[N+](=O)[O-]",
  "symbols": ["N", "O", "N", "O", "O", "H", "H"],
  "positions_angstrom": [[0.02, -0.85, 0.70], [0.80, 0.04, 0.04], [-0.08, 0.98, -0.62], [-1.24, 0.91, -0.28], [0.46, 1.81, -1.30], [-0.31, -1.53, 0.00], [0.36, -1.36, 1.46]]
}

<three>
{
  "formula": "H2N2O3",
  "method": "wB97M-V/def2-TZVPD",
  "lumo_ha": [0.0070, -0.0309],
  "homo_ev": [-9.711, -9.439],
  "symbols": ["N", "N", "O", "O", "O", "H", "H"],
  "positions_angstrom": [[-1.07, -0.62, 0.30], [1.61, 0.01, 0.04], [2.35, -0.88, -0.20], [1.59, 1.18, 0.04], [-1.44, 0.52, -0.27], [-1.54, -1.34, -0.34], [-1.50, 1.13, 0.44]]
}

Most stable one: <two>, least stable one: <three>.

<one>
{
  "formula": "C2H2N2OS2",
  "method": "wB97M-V/def2-TZVPD",
  "lumo_ha": 0.0152,
  "homo_ev": -9.483,
  "smiles": "Sc1nnoc1S",
  "symbols": ["S", "C", "N", "N", "O", "C", "S", "H", "H"],
  "positions_angstrom": [[-0.82, 0.82, 1.69], [-0.53, 0.15, 0.10], [-1.60, 0.04, -0.81], [-1.11, -0.29, -1.90], [0.26, -0.40, -1.79], [0.64, -0.13, -0.57], [2.27, -0.28, -0.03], [-1.13, -0.35, 2.21], [2.04, 0.45, 1.10]]
}

<two>
{
  "formula": "C2H2N2OS2",
  "method": "wB97M-V/def2-TZVPD",
  "lumo_ha": -0.0097,
  "homo_ev": -9.401,
  "smiles": "S=c1[nH][nH]c(=S)o1",
  "symbols": ["S", "C", "N", "N", "C", "S", "O", "H", "H"],
  "positions_angstrom": [[-2.63, -0.96, 0.03], [-1.09, -0.58, -0.02], [-0.72, 0.69, -0.28], [0.62, 0.75, 0.46], [1.14, -0.49, 0.18], [2.69, -0.93, -0.08], [0.06, -1.36, 0.17], [-1.37, 1.59, -0.13], [1.28, 1.29, -0.32]]
}

Most stable one: <one>, least stable one: <two>.

<one>
{
  "formula": "C2HN3O3",
  "method": "wB97M-V/def2-TZVPD",
  "lumo_ha": -0.0562,
  "homo_ev": -10.711,
  "smiles": "N#C[N+](=O)[O-].C#[N+][O-]",
  "symbols": ["N", "C", "N", "O", "O", "C", "N", "O", "H"],
  "positions_angstrom": [[3.03, -1.14, -0.24], [2.85, -0.14, 0.24], [2.46, 1.14, 0.59], [1.46, 1.62, 0.10], [3.18, 1.72, 1.40], [-0.71, -1.86, 0.49], [0.07, -1.20, 0.98], [0.84, -0.73, 1.69], [-1.49, -1.69, -0.24]]
}

<two>
{
  "formula": "C2HN3O3",
  "method": "wB97M-V/def2-TZVPD",
  "lumo_ha": -0.0618,
  "homo_ev": -10.075,
  "smiles": "O=c1nnc(=O)o[nH]1",
  "symbols": ["O", "C", "N", "N", "C", "O", "O", "N", "H"],
  "positions_angstrom": [[-2.27, -1.26, 0.26], [-1.09, -0.66, 0.20], [-1.04, 0.56, 0.88], [-0.18, 1.38, 0.87], [1.19, 1.10, 0.07], [2.11, 1.83, 0.15], [1.32, -0.22, -0.51], [0.00, -0.88, -0.62], [-0.05, -1.84, -1.29]]
}

<three>
{
  "formula": "C2HN3O3",
  "method": "wB97M-V/def2-TZVPD",
  "lumo_ha": -0.0672,
  "homo_ev": -11.030,
  "smiles": "O=c1nnnc(O)o1",
  "symbols": ["O", "C", "N", "N", "N", "C", "O", "O", "H"],
  "positions_angstrom": [[0.63, 2.38, 0.52], [0.53, 1.20, 0.08], [0.83, 0.98, -1.24], [0.75, -0.23, -1.67], [-0.17, -1.05, -1.09], [-0.40, -0.88, 0.09], [-1.35, -1.49, 0.74], [0.21, 0.13, 0.94], [-1.02, -1.05, 1.63]]
}

<four>
{
  "formula": "C2HN3O3",
  "method": "wB97M-V/def2-TZVPD",
  "lumo_ha": -0.0633,
  "homo_ev": -11.019,
  "smiles": "O=[N+]([O-])c1cnno1",
  "symbols": ["O", "N", "O", "C", "C", "N", "N", "O", "H"],
  "positions_angstrom": [[1.68, 1.15, 0.16], [1.36, 0.00, -0.09], [2.07, -1.03, -0.18], [-0.07, 0.07, 0.04], [-0.90, 1.13, -0.08], [-2.03, 0.52, -0.21], [-2.05, -0.79, 0.02], [-0.59, -1.04, 0.26], [-0.47, 2.09, 0.27]]
}

Most stable one: <three>, least stable one: <one>.